The following is a DFT calculation (the ωB97M-V functional and the def2-TZVPD basis) of a cluster of 2 separate species, C4H8O2Si in total in a non-equilibrium geometry.

Each line ends with the Mulliken charge.
Positions of all 15 atoms, in Å:
C (-1.6436, -3.5344, 0.9589)  -0.215
C (-1.2753, -2.4587, 0.6816)  -0.706
C (2.6449, 0.3858, 0.8098)  -0.504
C (-1.8605, 1.7614, -1.0112)  -0.592
O (1.2701, 0.3458, 0.5821)  -0.061
O (-0.7138, 1.4293, -0.3338)  -0.127
Si (0.1686, 0.0924, -0.5521)  0.359
H (-1.9322, -4.4765, 1.4107)  0.353
H (2.9231, 0.9184, 1.7442)  0.233
H (3.0010, 0.9061, -0.0910)  0.264
H (3.0576, -0.6145, 1.0241)  0.249
H (-2.5344, 0.8465, -0.9489)  0.302
H (-1.5884, 2.0199, -2.0006)  0.288
H (-2.2139, 2.7348, -0.4799)  0.187
H (0.6969, -0.3564, -1.7939)  -0.030

Lowest unoccupied orbital energy: -0.9 eV
Relative energy (zero: lowest compared OMol25 entry of this formula, charge and spin): 478.67 kJ/mol
Frontier orbital gap: 0.2905 Ha


The following is a DFT calculation (the ωB97M-V functional and the def2-TZVPD basis) of a cluster of 2 separate species, C4H8O3 in total.

Each line ends with the Mulliken charge.
Positions of all 15 atoms, in Å:
O (-1.1051, 1.9936, -0.0995)  -0.308
C (-1.5306, 1.1302, -0.9972)  -0.434
C (-0.9853, -1.0330, 0.5014)  -0.906
C (0.4840, -0.8583, 0.2123)  0.768
O (1.0465, -1.4332, -0.7026)  -0.618
C (1.3039, 0.0583, 1.1084)  -0.427
O (2.6349, 0.1011, 0.6997)  -0.545
H (-1.8766, 2.2986, 0.4049)  0.377
H (-0.5978, 0.7885, -1.5021)  0.202
H (-1.6469, -0.3908, -0.1243)  0.337
H (-1.2915, -2.0466, 0.2449)  0.370
H (-1.2254, -0.7810, 1.5387)  0.303
H (0.8458, 1.0598, 1.0842)  0.216
H (1.2168, -0.3046, 2.1465)  0.284
H (2.6886, -0.5187, -0.0494)  0.383

Lowest unoccupied orbital energy: 0.3 eV
Relative energy (zero: lowest compared OMol25 entry of this formula, charge and spin): 430.60 kJ/mol
Frontier orbital gap: 0.3503 Ha


The following is a DFT calculation (the ωB97M-V functional and the def2-TZVPD basis) of the molecule C4H8O3 in a non-equilibrium geometry.

Each line ends with the Mulliken charge.
Positions of all 15 atoms, in Å:
C (0.2531, -1.6938, 0.6441)  -1.299
C (-0.5753, -0.5365, 0.1088)  0.368
C (-0.0685, -0.0030, -1.2336)  -0.592
O (-0.4808, 1.3519, -1.2043)  -0.385
C (-0.2443, 1.7525, 0.0983)  0.298
O (1.0931, 1.9872, 0.3798)  -0.520
O (-0.5463, 0.6290, 0.9456)  -0.493
H (1.3145, -1.4286, 0.7217)  0.313
H (0.1722, -2.5418, -0.0486)  0.352
H (-0.0969, -2.0280, 1.6243)  0.338
H (-1.6296, -0.8210, 0.0368)  0.267
H (-0.5215, -0.4918, -2.0954)  0.357
H (1.0268, -0.0609, -1.3036)  0.331
H (-0.8738, 2.6262, 0.3031)  0.294
H (1.1772, 1.2586, 1.0228)  0.369

Lowest unoccupied orbital energy: 0.9 eV
Relative energy (zero: lowest compared OMol25 entry of this formula, charge and spin): 129.89 kJ/mol
SMILES: C[C@@H]1CO[C@H](O)O1
Frontier orbital gap: 0.4183 Ha